#1
DFT (ωB97M-V with the def2-TZVPD basis set) results for a cluster of 2 separate species, H4OP2 in total.

Geometry as XYZ:
```
7
Properties=species:S:1:pos:R:3
P -0.780 1.404 -0.025
P 1.105 0.202 -0.379
O 2.308 0.697 0.278
H -0.416 1.319 1.465
H -1.439 0.172 0.068
H 1.538 -0.513 -1.618
H 0.542 -1.268 0.747
```

Spin multiplicity: 1

#2
DFT (ωB97M-V with the def2-TZVPD basis set) results for a cluster of 2 separate species, H4OP2 in total.

Geometry as XYZ:
```
7
Properties=species:S:1:pos:R:3
P 0.839 1.222 0.028
P -0.101 -0.712 0.005
O -1.464 -0.975 -0.418
H 0.683 -1.491 -0.723
H -0.847 1.608 0.970
H 0.417 -1.258 1.302
H 0.473 1.606 -1.164
```

Spin multiplicity: 1

Stability, highest: #2

#1
DFT (ωB97M-V with the def2-TZVPD basis set) results for the ion C4H6NO2 with charge +1.

Geometry as XYZ:
```
13
Properties=species:S:1:pos:R:3
O -2.504 1.112 -0.036
O 0.859 -0.448 -0.048
N 0.445 0.714 0.013
C -2.018 0.093 -0.052
C -0.098 -1.567 0.060
C 1.427 1.659 -0.015
C -1.465 -1.114 -0.029
H 0.361 -2.206 0.897
H 1.397 2.107 1.054
H -2.012 -2.044 -0.132
H 1.246 2.413 -0.741
H 2.390 1.347 -0.075
H -0.028 -2.067 -0.896
```

Charge: +1
Spin multiplicity: 1

#2
DFT (ωB97M-V with the def2-TZVPD basis set) results for a cluster of 2 separate species, C4H6NO2 in total.

Geometry as XYZ:
```
13
Properties=species:S:1:pos:R:3
O 1.811 0.152 1.289
O -1.480 -2.622 0.138
N 0.919 -0.229 0.484
C -2.375 -2.500 -0.878
C -0.667 -2.598 0.980
C 2.426 1.462 1.340
C 2.273 2.387 0.452
H -2.577 -3.472 -1.378
H 2.937 3.321 0.552
H -3.379 -2.103 -0.356
H 2.991 1.552 2.167
H -2.024 -1.983 -1.807
H 1.773 2.331 -0.465
```

Charge: +1
Spin multiplicity: 1

Stability, highest: #1

#1
DFT (ωB97M-V with the def2-TZVPD basis set) results for an isolated molecule of C5H10N2O.

Geometry as XYZ:
```
18
Properties=species:S:1:pos:R:3
O 1.055 -1.603 -0.542
N 2.058 0.711 2.045
N -1.697 0.220 -1.977
C -0.563 -0.066 -1.117
C 1.025 0.778 1.174
C -0.051 0.014 1.474
C -1.077 -0.179 0.370
C 0.380 -1.313 -1.447
H -1.509 0.430 -2.925
H 1.222 1.408 0.253
H -0.011 -0.650 2.331
H 0.146 0.789 -1.322
H -2.612 0.426 -1.719
H -1.971 0.665 0.340
H 2.983 0.653 1.688
H 1.855 0.727 3.006
H 0.454 -1.920 -2.345
H -1.685 -1.091 0.714
```

Structure (SMILES): N/C=C/C[C@H](N)C=O
Spin multiplicity: 1

#2
DFT (ωB97M-V with the def2-TZVPD basis set) results for an isolated molecule of C5H10N2O.

Geometry as XYZ:
```
18
Properties=species:S:1:pos:R:3
O -0.209 -0.602 -1.477
N -1.680 1.590 0.599
N 1.075 0.926 1.327
C -2.066 -0.732 0.473
C 0.954 -0.839 -0.338
C 2.329 -0.601 -0.897
C 0.347 0.165 0.595
C -1.173 0.298 0.336
H -0.009 0.135 -2.080
H -1.928 -1.697 0.003
H -3.123 -0.545 0.618
H 3.053 -0.498 -0.079
H 2.348 0.325 -1.479
H 0.802 -1.862 0.005
H -1.258 2.040 1.406
H -2.664 1.607 0.853
H 2.675 -1.461 -1.475
H 0.526 1.751 1.610
```

Structure (SMILES): [H]/N=C(\C(=C)N)[C@H](C)O
Spin multiplicity: 1

#3
DFT (ωB97M-V with the def2-TZVPD basis set) results for a structure of composition C5H10N2O.

Geometry as XYZ:
```
18
Properties=species:S:1:pos:R:3
O -0.346 -0.207 0.388
N 0.899 1.183 1.969
N -0.044 0.752 2.817
C 0.640 0.872 0.707
C 1.528 1.051 -0.515
C 0.243 -1.903 -0.873
C -1.848 -0.393 -1.377
C -0.680 -0.977 -0.754
H 1.027 -1.939 -0.185
H -0.663 0.023 2.292
H -1.238 0.392 -1.965
H 1.253 2.146 -1.323
H 0.121 -3.193 -1.362
H -2.656 0.509 -0.526
H -0.449 1.424 3.637
H -2.457 -1.004 -2.150
H 1.775 0.036 -0.973
H 2.894 1.228 0.194
```

Spin multiplicity: 1

#4
DFT (ωB97M-V with the def2-TZVPD basis set) results for an isolated molecule of C5H10N2O.

Geometry as XYZ:
```
18
Properties=species:S:1:pos:R:3
O 1.265 0.131 0.129
N -0.843 0.778 0.783
N -0.214 2.484 -0.758
C 0.429 -0.852 -0.160
C -0.956 2.040 0.164
C -0.873 -0.550 0.000
C 2.751 -0.200 0.080
C -2.057 -1.421 -0.301
H 3.083 -0.574 -0.779
H -2.548 -1.698 0.712
H -2.945 -0.972 -0.840
H 3.438 0.743 0.005
H -1.516 2.631 0.917
H -1.679 -2.353 -0.768
H 0.377 1.628 -1.129
H 0.926 -1.904 -0.410
H -1.672 0.754 1.280
H 3.036 -0.664 1.076
```

Structure (SMILES): [H]/N=C\N/C(C)=C\OC
Spin multiplicity: 1

Stability, highest: #2

#1
DFT (ωB97M-V with the def2-TZVPD basis set) results for a cluster of 3 separate species, C5H10N2O in total.

Geometry as XYZ:
```
18
Properties=species:S:1:pos:R:3
O -0.799 0.852 1.234
N -1.271 -1.191 -1.037
N 1.454 0.660 0.606
C -0.172 -0.793 1.134
C -0.620 1.338 -0.276
C -0.110 -0.935 -0.425
C 0.517 0.563 -0.526
C 1.147 -0.562 -1.130
H -0.507 2.336 -0.011
H -1.851 -0.975 -0.392
H -1.697 1.066 -0.623
H 0.887 -0.731 1.643
H -0.749 -1.524 1.684
H 0.862 -0.512 -2.210
H 0.760 0.418 1.806
H 2.117 -0.662 -0.791
H 1.923 2.044 0.565
H -1.204 -2.229 -1.179
```

Spin multiplicity: 1

#2
DFT (ωB97M-V with the def2-TZVPD basis set) results for an isolated molecule of C5H10N2O.

Geometry as XYZ:
```
18
Properties=species:S:1:pos:R:3
O 2.000 1.402 0.013
N -0.161 -0.506 -0.439
N -2.476 -0.551 0.072
C 2.198 -0.038 -0.062
C -1.710 1.557 0.071
C 0.314 -1.714 -0.084
C 0.902 -0.612 0.539
C -1.397 0.127 -0.280
H -2.573 1.608 1.028
H -0.238 -2.253 0.860
H 0.945 1.604 -0.364
H 1.078 -2.363 -0.671
H -2.190 -1.467 0.073
H 3.123 0.037 0.463
H -1.776 2.290 -0.871
H -0.653 2.026 0.429
H 0.612 -0.616 1.552
H 2.296 -0.602 -1.134
```

Structure (SMILES): [H]/N=C(/C)N1C[C@H]1CO
Spin multiplicity: 1

Stability, highest: #2

#1
DFT (ωB97M-V with the def2-TZVPD basis set) results for a cluster of 2 separate species, C5H10N2O in total.

Geometry as XYZ:
```
18
Properties=species:S:1:pos:R:3
O -2.830 0.899 -0.366
N 0.825 1.777 -0.809
N -1.702 0.054 -0.268
C -0.642 -0.907 -2.317
C 1.354 -0.257 0.632
C 0.668 -1.050 1.734
C 0.543 1.158 0.262
C -1.308 -0.582 -1.252
H 1.223 -1.946 2.012
H -0.787 -1.852 -2.815
H -2.998 1.127 0.565
H 2.328 0.086 0.988
H 0.513 -0.432 2.619
H 1.010 2.771 -0.699
H -0.301 -1.412 1.395
H 0.168 -0.261 -2.633
H 0.426 1.659 1.231
H 1.508 -0.832 -0.280
```

Structure (SMILES): [H]/N=C/CC.C=C=NO
Spin multiplicity: 1

#2
DFT (ωB97M-V with the def2-TZVPD basis set) results for an isolated molecule of C5H10N2O.

Geometry as XYZ:
```
18
Properties=species:S:1:pos:R:3
O -1.862 -2.048 -1.146
N -0.414 0.311 1.311
N -0.089 1.321 0.715
C 1.672 -0.533 -1.183
C -1.000 -0.909 -0.847
C -0.367 -0.865 0.581
C 0.365 -1.295 -0.750
C -0.067 2.397 1.576
H -1.313 0.119 -1.057
H -1.049 3.040 1.510
H 2.394 -0.695 -0.340
H -2.664 -1.625 -0.899
H 1.380 0.507 -1.469
H 0.728 3.025 1.093
H 0.604 -2.395 -0.935
H 2.153 -0.889 -1.986
H 0.210 2.211 2.626
H -0.680 -1.677 1.202
```

Structure (SMILES): C/N=N/[C@@H]1[C@H](C)[C@H]1O
Spin multiplicity: 1

#3
DFT (ωB97M-V with the def2-TZVPD basis set) results for a cluster of 2 separate species, C5H10N2O in total.

Geometry as XYZ:
```
18
Properties=species:S:1:pos:R:3
O 4.165 0.788 0.055
N -0.939 -1.297 0.672
N -2.748 -0.630 1.752
C 3.327 0.724 -1.061
C -0.786 0.144 -1.289
C -1.598 -0.261 -0.114
C -2.660 0.146 0.598
C -1.675 -1.491 1.697
H -3.418 0.915 0.651
H -1.534 -2.188 2.510
H 3.784 0.639 0.938
H 2.841 1.704 -1.165
H 3.890 0.468 -1.950
H -1.117 1.119 -1.659
H -3.468 -0.494 2.434
H 2.501 0.007 -0.995
H -0.818 -0.648 -2.032
H 0.252 0.356 -1.043
```

Structure (SMILES): Cc1c[nH]cn1.CO
Spin multiplicity: 1

Stability, highest: #3

#1
DFT (ωB97M-V with the def2-TZVPD basis set) results for a structure of composition C45H40Br6N8O16.

Geometry as XYZ:
```
115
Properties=species:S:1:pos:R:3
Br -2.785 -0.237 5.105
Br 0.677 -0.804 -6.441
Br -2.095 -0.088 -4.711
Br 0.298 -1.069 3.952
Br -2.270 -3.111 4.351
Br -0.360 -2.881 -4.110
O -3.311 1.790 2.445
O 3.939 -6.499 -3.100
O -1.212 2.410 2.785
O -1.139 -3.911 0.583
O 6.303 -2.358 0.172
O 0.056 -0.559 -1.416
O 4.734 4.900 6.609
O -4.635 1.538 -1.599
O 2.272 -5.437 -3.814
O -1.496 2.847 -5.583
O 8.309 -1.512 -0.155
O 0.224 3.626 -6.622
O -4.076 -0.419 -2.064
O 0.981 0.887 -0.072
O -2.247 -2.596 -0.760
O 2.608 4.530 6.230
N 7.062 -1.450 -0.247
N -4.897 0.398 -1.712
N -1.755 -3.688 -0.467
N 0.031 0.252 -0.539
N -0.361 3.380 -5.576
N -2.423 2.497 3.006
N 3.013 -5.689 -2.853
N 3.808 4.352 5.921
C -2.571 4.366 6.391
C 6.623 1.973 -1.410
C 2.908 -4.967 -1.533
C -1.707 -6.990 -2.240
C 7.207 0.789 -1.163
C 3.269 1.923 3.023
C -0.316 3.389 -3.130
C -4.216 3.677 4.229
C -2.978 3.272 4.153
C -3.887 4.752 6.347
C 2.328 -2.972 -0.340
C 0.313 3.701 -1.961
C -2.177 3.563 5.285
C 2.903 -4.993 0.889
C -1.713 -1.322 3.887
C 2.305 4.355 -3.151
C 2.520 -3.660 -1.530
C 1.683 4.094 -4.363
C -1.542 -6.043 -1.231
C 3.066 2.972 3.928
C -2.463 -6.688 -3.364
C -6.350 0.004 -1.532
C -2.051 -4.756 -1.414
C -9.090 -0.506 -1.206
C 3.088 -5.630 -0.307
C 5.234 2.131 -1.426
C 5.394 2.938 4.590
C 2.496 -3.623 0.849
C -6.790 -1.277 -1.643
C -8.146 -1.536 -1.398
C -8.630 0.756 -1.121
C -3.117 -5.494 -3.443
C 1.591 4.095 -1.969
C -4.705 4.475 5.248
C 4.435 1.102 -1.223
C 4.573 1.360 3.094
C -1.223 0.432 0.250
C 0.384 3.669 -4.381
C -2.947 -4.488 -2.476
C 6.365 -0.285 -0.825
C -0.254 -0.935 -4.687
C 4.968 -0.132 -0.779
C -7.313 1.013 -1.392
C 5.608 1.829 3.850
C 4.102 3.391 4.838
H -6.914 2.016 -1.349
H -8.622 -2.484 -1.598
H 4.183 -0.790 -0.436
H 8.279 0.664 -1.126
H 2.532 1.490 2.364
H -1.966 -0.276 -0.117
H -6.192 -2.137 -1.906
H -1.366 -8.007 -2.113
H -10.164 -0.623 -1.197
H 1.980 -1.952 -0.408
H 6.660 1.588 3.797
H -2.076 -1.052 2.895
H 3.448 -6.648 -0.287
H 3.104 -5.537 1.799
H 2.050 3.311 3.790
H -4.201 5.255 7.249
H 0.296 -0.411 -3.905
H 2.203 4.109 -5.310
H -9.268 1.613 -0.957
H 2.289 -3.049 1.740
H -5.768 4.647 5.173
H 3.378 1.296 -1.120
H 4.762 3.073 -1.662
H 7.408 2.682 -1.627
H 4.773 0.481 2.500
H -1.285 2.925 -3.014
H -2.586 -7.384 -4.181
H 2.023 4.271 -0.995
H -3.481 -3.579 -2.710
H -3.803 -5.255 -4.242
H -0.248 3.503 -1.060
H 3.347 4.639 -3.179
H -4.877 3.409 3.419
H -1.005 0.242 1.301
H -1.180 3.148 5.294
H -1.088 -6.304 -0.287
H 6.196 3.372 5.170
H 2.351 -3.345 -2.548
H -1.614 1.444 0.139
H -1.987 4.829 7.173
```

Spin multiplicity: 1

#2
DFT (ωB97M-V with the def2-TZVPD basis set) results for a structure of composition C45H40Br6N8O16.

Geometry as XYZ:
```
115
Properties=species:S:1:pos:R:3
Br 1.781 -0.281 11.046
Br 4.027 2.073 10.382
Br 2.900 0.022 8.039
Br 8.805 -8.103 3.388
Br 6.246 -6.788 5.017
Br 8.504 -4.729 3.597
O 4.877 9.262 -5.908
O -4.392 -2.850 0.510
O 0.467 11.183 0.409
O -7.732 2.340 9.283
O 10.138 8.453 1.084
O -4.964 0.104 -5.951
O 6.466 7.863 -5.502
O 1.542 -10.386 -1.347
O 1.757 -0.452 1.221
O -6.427 -2.442 -0.224
O 3.019 -0.525 -0.568
O 8.236 8.965 1.959
O -9.084 2.269 7.607
O -1.425 11.214 1.533
O -2.874 0.552 -5.901
O -0.082 -9.110 -1.588
N 2.633 -0.951 0.491
N 8.959 8.139 1.405
N 5.318 8.091 -5.834
N 0.401 -10.222 -1.671
N -0.586 10.682 0.748
N -7.981 2.127 8.109
N -5.632 -3.099 0.441
N -3.812 -0.276 -5.866
C -6.930 -6.477 2.541
C -6.807 1.704 7.288
C -4.597 1.058 5.766
C 7.454 4.274 0.971
C -1.784 -3.430 -5.863
C 3.189 -2.215 0.972
C 2.525 1.019 9.745
C 9.117 5.881 0.461
C -0.830 9.257 0.436
C -3.969 -4.019 -6.719
C -2.662 -4.335 -6.339
C -7.845 -5.478 2.226
C -4.533 0.877 7.167
C -5.621 -6.352 2.088
C -0.220 7.313 -0.761
C -7.425 -4.379 1.492
C -0.030 8.643 -0.471
C 4.041 4.561 -6.196
C 6.641 5.173 1.659
C -5.650 1.214 7.938
C 2.922 4.791 -6.973
C -0.467 -13.550 -3.131
C -3.474 -1.679 -6.048
C -1.723 -11.075 -2.664
C 2.522 6.109 -7.309
C 4.810 5.652 -5.818
C 7.244 6.390 1.902
C 8.131 -6.506 4.404
C -6.853 1.911 5.895
C -6.099 -4.275 1.149
C -1.279 6.612 -0.184
C 8.449 6.780 1.255
C -2.427 -12.117 -3.286
C -5.756 1.565 5.064
C -2.184 -2.116 -5.749
C -1.880 8.578 1.107
C 4.514 6.951 -6.263
C -2.101 7.229 0.757
C 8.724 4.552 0.354
C -1.772 -13.349 -3.491
C 0.229 -12.518 -2.581
C -4.390 -2.651 -6.507
C -5.173 -5.290 1.420
C 3.288 7.145 -6.973
C -0.377 -11.307 -2.300
H -5.731 1.874 4.029
H 2.765 -3.058 0.428
H 3.084 -2.352 2.048
H -2.336 -14.213 -3.811
H 4.210 -2.283 0.594
H -5.627 1.071 9.008
H 5.682 4.864 2.048
H -8.043 -3.503 1.362
H 4.317 3.614 -5.757
H 0.070 -14.474 -3.286
H 5.753 5.451 -5.333
H -5.411 -2.412 -6.766
H -1.520 5.588 -0.428
H -4.103 -5.182 1.320
H -2.316 -5.358 -6.341
H -4.542 -4.745 -7.278
H 1.779 1.793 9.565
H -1.572 -1.336 -5.321
H -0.746 -3.672 -5.689
H 9.325 3.815 -0.159
H 10.000 6.191 -0.078
H 1.611 6.310 -7.852
H -2.386 9.047 1.937
H 2.322 3.915 -7.173
H -8.858 -5.494 2.600
H 8.585 -6.421 5.391
H -2.170 -10.120 -2.432
H 3.026 8.151 -7.266
H -3.783 0.682 5.163
H -4.897 -7.092 2.396
H 6.682 7.151 2.422
H 0.794 9.168 -0.930
H -7.182 -7.309 3.182
H -7.640 2.509 5.460
H 7.096 3.255 0.988
H -3.466 -12.028 -3.567
H -3.663 0.438 7.632
H -2.901 6.755 1.306
H 0.492 6.813 -1.400
H 1.276 -12.653 -2.354
```

Spin multiplicity: 1

Stability, highest: #2